(P)
Density functional theory data (ωB97M-V/def2-TZVPD) for a single C19H30N2O molecule.

Output
- gap between HOMO and LUMO (eV) = 8.2
- 2S+1 = 1
- lowest unoccupied orbital energy (eV) = 0.80
- SMILES = CC[C@H]1CC[C@H](N2CCN(c3cccc(OC)c3)CC2)CC1
- highest occupied orbital energy (Ha) = -0.273

Last column: natural (NBO) charge in e.
Element x y z (Å)
C1 1.64921 -2.10618 -5.55771  -0.604
C2 0.21110 -1.73925 -5.20972  -0.384
C3 -0.07438 -1.74047 -3.70398  -0.215
C4 -1.57970 -1.62081 -3.45162  -0.380
C5 -1.89771 -1.62873 -1.95977  -0.429
C6 -1.16902 -0.47107 -1.26165  -0.011
N1 -1.46642 -0.29960 0.14777  -0.457
C7 -1.28987 -1.45079 1.00520  -0.245
C8 -1.37457 -0.95896 2.47189  -0.217
N2 -1.42514 0.48099 2.55577  -0.449
C9 -0.25056 1.22584 2.47843  0.307
C10 -0.28383 2.58461 2.80104  -0.311
C11 0.87430 3.33712 2.79073  -0.176
C12 2.09002 2.76595 2.47407  -0.295
C13 2.14237 1.40890 2.16338  0.327
O1 3.38251 0.91983 1.85407  -0.496
C14 3.50573 -0.43387 1.50226  -0.250
C15 0.98267 0.64854 2.16863  -0.398
C16 -2.60178 0.97828 1.87505  -0.211
C17 -2.72090 0.34756 0.46119  -0.234
C18 0.33810 -0.61809 -1.48686  -0.399
C19 0.65305 -0.60574 -2.97967  -0.400
H1 1.91138 -3.07040 -5.12723  0.200
H2 2.34700 -1.36122 -5.18478  0.201
H3 1.76937 -2.16997 -6.63683  0.210
H4 -0.02091 -0.75274 -5.61767  0.195
H5 -0.45780 -2.45845 -5.68935  0.197
H6 0.26987 -2.69503 -3.28847  0.189
H7 -2.10113 -2.44719 -3.94095  0.205
H8 -1.94382 -0.69034 -3.89459  0.193
H9 -1.57698 -2.57873 -1.52648  0.195
H10 -2.97592 -1.53326 -1.80970  0.207
H11 -1.47871 0.46435 -1.74460  0.191
H12 -2.06230 -2.22265 0.83226  0.167
H13 -0.31689 -1.89831 0.80137  0.198
H14 -0.53885 -1.32605 3.06781  0.212
H15 -2.29715 -1.32967 2.93173  0.196
H16 -1.21557 3.05020 3.08273  0.207
H17 0.82878 4.38645 3.04329  0.211
H18 3.00173 3.34034 2.46196  0.219
H19 4.56343 -0.58939 1.29310  0.199
H20 2.92265 -0.67300 0.60616  0.174
H21 3.20115 -1.09487 2.32127  0.173
H22 1.02849 -0.39305 1.90639  0.215
H23 -2.53730 2.06058 1.79178  0.212
H24 -3.48491 0.72866 2.47438  0.189
H25 -3.56704 -0.36330 0.43513  0.157
H26 -2.91426 1.12712 -0.27695  0.205
H27 0.85249 0.20057 -0.98029  0.222
H28 0.69007 -1.56030 -1.06146  0.188
H29 1.73074 -0.70372 -3.11841  0.208
H30 0.34532 0.35061 -3.40900  0.195

(Q)
Density functional theory data (ωB97M-V/def2-TZVPD) for a molecular structure, C19H30N2O.

Output
- gap between HOMO and LUMO (eV) = 8.9
- 2S+1 = 1
- lowest unoccupied orbital energy (eV) = 0.68
- highest occupied orbital energy (Ha) = -0.301

Last column: natural (NBO) charge in e.
Element x y z (Å)
C1 0.19445 2.38280 0.26245  -0.632
C2 0.97306 1.34056 0.87074  0.024
C3 2.35938 1.33183 0.90161  -0.182
C4 3.22998 2.50237 0.32810  -0.093
C5 4.21127 3.16394 0.97536  -0.112
C6 5.19264 4.07019 0.62415  -0.303
C7 5.01228 4.55144 -0.55076  -0.132
C8 3.98963 3.92303 -1.62173  -0.194
C9 3.17050 2.98600 -1.05644  -0.201
H1 2.27915 2.54186 -1.56919  0.205
H2 4.00178 4.12294 -2.53491  0.183
H3 5.79738 5.18400 -1.27798  0.203
H4 5.86908 4.51324 1.07191  0.213
H5 4.55735 2.58910 2.12179  0.158
H6 2.93172 0.79505 1.42215  0.183
C10 0.38559 0.36405 1.67575  -0.251
N1 -0.63669 -0.27050 0.65975  -0.402
C11 -1.48424 -1.18131 1.28897  -0.265
H7 -2.06992 -0.79352 1.85028  0.178
C12 -2.39641 -1.80055 0.23815  -0.029
N2 -1.76959 -2.36660 -1.06553  -0.481
C13 -0.52083 -1.65081 -1.34346  -0.183
C14 0.34115 -1.20373 -0.35987  -0.338
H8 1.10220 -0.47822 -0.67856  0.230
H9 0.87926 -2.03915 -0.18403  0.202
H10 -0.17817 -2.28941 -2.22493  0.216
H11 -1.23395 -0.62831 -1.96402  0.154
C15 -1.59087 -3.99906 -1.03640  -0.077
C16 -2.99261 -4.44396 -1.03933  -0.628
H12 -3.66605 -4.47707 -0.16226  0.224
H13 -2.87128 -5.62733 -1.51569  0.208
H14 -3.59560 -3.92338 -2.05638  0.231
C17 -0.95396 -4.53499 0.25372  -0.613
H15 -1.59250 -4.19479 1.15744  0.211
H16 -0.88468 -5.48607 0.11591  0.202
H17 0.14193 -4.25488 0.36189  0.204
H18 -1.10289 -4.09386 -2.03349  0.217
H19 -3.06684 -2.56492 0.86761  0.202
C18 -3.28543 -0.62881 -0.39023  -0.482
C19 -4.42748 -0.44584 0.48731  -0.085
H20 -5.16027 0.53229 0.34592  0.160
O1 -5.41574 -1.37741 0.35036  -0.713
H21 -5.12112 -2.14966 0.13810  0.447
H22 -4.42409 -0.28680 1.54697  0.174
H23 -2.62813 0.34513 -0.45952  0.255
H24 -3.77089 -0.86875 -1.43519  0.239
H25 -1.12660 -2.05219 1.78289  0.163
H26 -0.50334 0.75692 2.37870  0.215
H27 1.06462 -0.45467 1.91677  0.211
H28 0.90367 3.38450 0.02940  0.232
H29 -0.12818 1.97740 -0.82087  0.236
H30 -0.64657 2.59887 0.73496  0.214

Which of them is most stable, and which least? Most stable: (P); least stable: (Q).

(P)
Density functional theory data (ωB97M-V/def2-TZVPD) for a gas-phase ion, C6H12N (charge +1).

Output
- gap between HOMO and LUMO (eV) = 9.0
- 2S+1 = 1
- lowest unoccupied orbital energy (eV) = -5.50
- SMILES = C=[NH+]/C=C/CCC
- highest occupied orbital energy (Ha) = -0.532
- total charge = +1

Last column: natural (NBO) charge in e.
Element x y z (Å)
C1 -2.17973 -2.47196 -2.06822  0.101
N1 -1.88633 -1.82357 -1.01348  -0.385
C2 -0.88364 -0.78370 -0.97168  -0.115
C3 -0.84510 0.11009 0.00610  -0.043
C4 0.28112 1.06176 0.19973  -0.467
C5 1.25374 0.70681 1.30221  -0.394
C6 2.31430 1.79577 1.49710  -0.600
H1 -2.15106 -2.16851 -3.10874  0.243
H2 -2.84958 -3.32668 -1.98761  0.225
H3 -2.18552 -2.22048 -0.12619  0.448
H4 -0.27161 -0.79947 -1.86129  0.231
H5 -1.71375 0.16683 0.66260  0.219
H6 0.83798 1.10302 -0.75340  0.216
H7 -0.02839 2.09936 0.12785  0.251
H8 0.76932 0.64815 2.28564  0.209
H9 1.71028 -0.26604 1.16380  0.212
H10 3.04653 1.78913 0.68517  0.209
H11 2.88422 1.58701 2.39508  0.227
H12 1.89720 2.79248 1.56531  0.214

(Q)
Density functional theory data (ωB97M-V/def2-TZVPD) for 2 unconnected molecules or ions with the total composition C6H12N.

Output
- gap between HOMO and LUMO (eV) = 7.8
- 2S+1 = 1
- lowest unoccupied orbital energy (eV) = -4.90
- highest occupied orbital energy (Ha) = -0.466
- total charge = +1

Last column: natural (NBO) charge in e.
Element x y z (Å)
C1 0.62791 -1.86923 0.84276  -0.371
C2 1.24549 -1.02122 0.01482  -0.253
C3 1.08640 -1.09527 -1.45055  -0.260
C4 1.57437 -0.12399 -2.22455  -0.353
H1 -0.12225 -2.57162 0.49201  0.198
H2 0.67538 -1.74997 1.91918  0.208
H3 1.98319 -0.33931 0.42664  0.215
H4 0.57506 -1.96156 -1.85041  0.223
H5 1.46733 -0.10448 -3.29846  0.220
H6 2.17478 0.66737 -1.78969  0.198
C5 -0.66023 1.78359 1.46084  -0.434
C6 -1.69374 0.36393 -0.22746  0.131
N1 -1.76677 0.99428 0.87913  -0.385
H7 -0.56414 1.46875 2.49490  0.247
H8 -0.84105 2.83361 1.25992  0.251
H9 0.25840 1.48729 0.95735  0.238
H10 -0.78844 0.43833 -0.81736  0.253
H11 -2.61232 -0.13014 -0.52283  0.233
H12 -2.61938 0.92963 1.43378  0.438

(R)
Density functional theory data (ωB97M-V/def2-TZVPD) for a gas-phase ion, C6H12N (charge +1).

Output
- gap between HOMO and LUMO (eV) = 13.3
- 2S+1 = 1
- lowest unoccupied orbital energy (eV) = -2.66
- SMILES = C[C@H]1C[C@H]2C[N@+]21C
- highest occupied orbital energy (Ha) = -0.588
- total charge = +1

Last column: natural (NBO) charge in e.
Element x y z (Å)
C1 -1.87048 0.84121 -0.44522  -0.661
C2 -0.87050 0.19459 0.51045  0.020
C3 -0.80160 -1.31199 0.55437  -0.446
C4 0.64730 -1.22804 0.21403  -0.022
C5 0.89936 -0.59994 -1.07366  -0.232
N1 0.67606 0.21587 0.07097  -0.203
C6 1.68563 1.17324 0.47464  -0.396
H1 -1.55913 0.41420 -1.37627  0.210
H2 -1.92849 2.01113 -0.53825  0.259
H3 -2.96230 0.50915 -0.39465  0.276
H4 -0.91021 0.50560 1.51295  0.235
H5 -1.39059 -1.92376 -0.20387  0.251
H6 -0.85579 -1.79404 1.58061  0.259
H7 1.50954 -1.70572 0.72762  0.252
H8 1.84728 -0.69748 -1.61632  0.270
H9 0.08982 -0.61090 -1.69986  0.218
H10 1.90125 0.88893 1.56033  0.232
H11 2.56519 0.98757 -0.29933  0.240
H12 1.32768 2.13036 0.44147  0.237

(S)
Density functional theory data (ωB97M-V/def2-TZVPD) for a gas-phase ion, C6H12N (charge +1).

Output
- gap between HOMO and LUMO (eV) = 10.5
- 2S+1 = 1
- lowest unoccupied orbital energy (eV) = -5.13
- SMILES = C=C=[NH+]C(C)(C)C
- highest occupied orbital energy (Ha) = -0.573
- total charge = +1

Last column: natural (NBO) charge in e.
Element x y z (Å)
C1 1.36193 2.83754 0.13609  -0.407
C2 0.42392 1.86322 -0.33271  0.470
N1 -0.49778 0.79421 -0.60922  -0.488
C3 -0.21628 -0.56388 -0.08010  0.137
C4 0.70987 -0.47723 1.17905  -0.611
C5 -1.58073 -1.07482 0.45311  -0.615
C6 0.24395 -1.35307 -1.30635  -0.625
H1 0.90447 3.31272 1.09688  0.319
H2 2.26500 2.89283 -0.39018  0.287
H3 -1.16566 1.05263 -1.30602  0.450
H4 1.55266 0.01557 0.84260  0.211
H5 0.23832 0.06563 2.08400  0.237
H6 0.86745 -1.51219 1.40487  0.248
H7 -1.78696 -0.50117 1.34259  0.221
H8 -1.57467 -2.06895 0.54311  0.232
H9 -2.49318 -0.87799 -0.09912  0.227
H10 0.46557 -2.37786 -0.99287  0.257
H11 -0.63608 -1.29786 -2.07073  0.225
H12 0.91822 -0.72932 -1.89499  0.229

Which of them is most stable, and which least? Most stable: (P); least stable: (S).